[1]
Here is a single CH5NOP2 molecule in a non-equilibrium geometry from the OMol25 dataset. Energies are from ωB97M-V/def2-TZVPD.

```
10
Properties=species:S:1:pos:R:3:forces:R:3:mulliken_charge:R:1
H 2.77910 1.48503 0.56137 0.5 1.5 0.2 0.032
P 3.13241 0.25656 0.03854 0.0 -0.5 -0.1 -0.074
N 1.67018 -0.21908 -0.04569 0.6 0.1 -0.3 0.080
P 0.39336 -1.21584 -0.08830 -1.0 0.0 -0.5 0.012
O -0.87291 -0.35073 0.53870 0.1 -0.2 -0.1 -0.256
C -1.76243 0.25226 -0.34963 -0.6 1.2 -2.3 -0.544
H 0.72544 -1.54983 1.19031 0.2 -1.2 1.0 0.032
H -2.53541 0.75116 0.26044 0.4 -0.1 -0.4 0.211
H -2.30258 -0.47862 -1.06800 1.0 0.9 1.1 0.271
H -1.22716 1.06910 -1.03772 -1.1 -1.6 1.5 0.235
```
Forces are in eV/Å.

As for the LUMO energy: -0.0227 Eh. The calculation puts the largest force on an atom at 2.69 eV/A. The multiplicity is 1. The value obtained for the frontier orbital gap is 8.033 eV. The SMILES is [H]/P=N/POC.

***

[2]
Here is a 2-piece molecular cluster, CH5NOS2 overall in a non-equilibrium geometry from the OMol25 dataset. Energies are from ωB97M-V/def2-TZVPD.

```
10
Properties=species:S:1:pos:R:3:forces:R:3:mulliken_charge:R:1
N 0.89180 -0.18767 1.85306 0.5 0.9 0.4 -0.360
C 1.14736 1.16382 1.93399 0.2 -0.1 -0.4 0.061
O 1.34339 1.83355 0.95214 0.3 0.3 -0.3 -0.494
H 1.01467 -0.49938 0.89766 -0.7 -0.3 0.1 0.196
H 0.14481 -0.52925 2.43058 0.1 -0.5 0.0 0.260
H 1.27281 1.62092 2.92186 -0.4 -0.3 0.4 0.365
S 0.19291 -0.82957 -1.51249 -0.2 0.2 -0.3 -0.251
S -1.67095 -0.31812 -0.70842 0.4 -0.6 0.0 -0.150
H 0.24294 -2.17509 -1.41007 -0.3 0.1 0.3 0.193
H -2.44813 -0.95767 -1.60044 0.1 0.2 -0.1 0.180
```
Forces are in eV/Å.

As for the LUMO energy: 0.0037 Eh. The calculation puts the largest force on an atom at 1.08 eV/A. The multiplicity is 1. The value obtained for the frontier orbital gap is 9.527 eV. The SMILES is NC=O.SS.

***

[3]
Here is a 2-piece molecular cluster, CH5NOSi overall in a non-equilibrium geometry from the OMol25 dataset. Energies are from ωB97M-V/def2-TZVPD.

```
9
Properties=species:S:1:pos:R:3:forces:R:3:mulliken_charge:R:1
C 0.20260 0.60517 -0.50402 1.5 -1.5 2.4 -0.721
N 1.81595 -0.06193 0.55253 -0.8 0.7 -3.2 0.145
O 2.70464 -0.12948 -0.20267 -0.5 -0.1 1.3 -0.229
Si -1.14659 -0.48213 0.25079 0.3 0.5 0.5 0.281
H 0.40239 0.60315 -1.56295 0.5 -0.1 -0.2 0.397
H 0.36809 1.56112 -0.00467 -0.6 0.1 -0.3 0.325
H -2.37627 0.01686 -0.51930 0.3 -0.6 0.8 -0.077
H -1.01462 -2.04624 0.25442 0.0 1.4 -0.4 -0.061
H -0.95619 -0.06652 1.73588 -0.7 -0.4 -1.0 -0.060
```
Forces are in eV/Å.

As for the LUMO energy: -0.0063 Eh. The calculation puts the largest force on an atom at 3.35 eV/A. The multiplicity is 1. The value obtained for the frontier orbital gap is 8.130 eV.

***

[4]
Here is a 2-piece molecular cluster, CH5NS overall in a non-equilibrium geometry from the OMol25 dataset. Energies are from ωB97M-V/def2-TZVPD.

```
8
Properties=species:S:1:pos:R:3:forces:R:3:mulliken_charge:R:1
C -1.11640 0.33502 -0.63707 -0.9 -2.3 1.2 -0.321
N -1.43453 -0.61254 -1.46980 0.2 3.5 -1.1 -0.476
H -1.40356 0.16406 0.49846 0.8 0.3 -2.3 0.258
H -0.53347 1.24515 -0.83562 -0.5 -0.1 -0.3 0.295
H -1.31394 -0.19862 -2.49067 0.3 -1.3 2.4 0.238
S 1.64482 -0.17792 1.08183 -0.6 0.3 -1.3 -0.265
H 1.87445 0.39320 2.21486 0.0 1.3 1.2 0.137
H 2.28263 -1.14835 1.63800 0.7 -1.7 0.1 0.134
```
Forces are in eV/Å.

As for the LUMO energy: 0.0305 Eh. The calculation puts the largest force on an atom at 3.62 eV/A. The multiplicity is 1. The value obtained for the frontier orbital gap is 10.660 eV. The SMILES is C=N.S.

***

[5]
Here is CH5NSi2 as an isolated structure in a non-equilibrium geometry from the OMol25 dataset. Energies are from ωB97M-V/def2-TZVPD.

```
9
Properties=species:S:1:pos:R:3:forces:R:3:mulliken_charge:R:1
C -0.89738 0.59817 -1.68384 1.1 0.3 0.5 0.190
N -1.70337 0.46803 -2.47283 -1.3 -0.4 -1.7 -0.363
Si 0.68876 -1.15860 0.84297 -0.8 2.1 0.4 0.365
Si -0.03519 0.86457 -0.10655 -2.5 1.2 0.9 0.148
H -0.42828 -1.94905 1.24453 -0.8 -0.3 0.8 -0.086
H 1.42103 -2.05044 0.06538 1.4 -0.8 -1.2 -0.095
H 1.43542 -0.33706 1.81249 0.3 -0.7 0.6 -0.096
H 1.07827 1.83781 -0.15457 -0.1 -0.1 -0.2 -0.048
H -1.55926 1.72657 0.45242 2.8 -1.5 -0.2 -0.015
```
Forces are in eV/Å.

As for the LUMO energy: -0.0027 Eh. The calculation puts the largest force on an atom at 3.16 eV/A. The multiplicity is 1. The value obtained for the frontier orbital gap is 10.496 eV.

***

[6]
Here is CH5NiO2 as an isolated structure in a non-equilibrium geometry from the OMol25 dataset. Energies are from ωB97M-V/def2-TZVPD.

```
9
Properties=species:S:1:pos:R:3:forces:R:3:mulliken_charge:R:1
O -2.97088 2.00910 0.56462 0.9 -0.8 1.1 -0.791
Ni -1.72871 1.81178 2.19495 -1.2 -0.1 -2.3 0.481
H -2.97651 2.48287 -0.27235 0.2 0.5 0.3 0.261
C -2.10061 -1.58751 0.39404 -0.3 -0.3 -0.1 -0.504
H -2.98303 -1.73763 -0.24946 0.3 0.0 0.2 0.238
H -1.28362 -2.22730 0.03311 -0.2 0.0 0.0 0.204
H -2.36274 -1.91176 1.41435 0.0 0.1 -0.2 0.204
O -1.65841 -0.25089 0.37005 -2.5 3.1 -1.1 -0.567
H -2.45636 0.51926 -0.01517 2.7 -2.4 2.1 0.474
```
Forces are in eV/Å.

As for the LUMO energy (alpha / beta): 0.0234 / -0.0743 Eh. The calculation puts the largest force on an atom at 4.18 eV/A. The multiplicity is 4. The value obtained for the frontier orbital gap (alpha / beta) is 8.662 / 7.753 eV.

***

[7]
Here is a 2-piece molecular cluster, CH5O2 overall from the OMol25 dataset. Energies are from ωB97M-V/def2-TZVPD.

```
8
Properties=species:S:1:pos:R:3:forces:R:3:mulliken_charge:R:1
C 0.50724 0.09281 -1.35685 -0.4 -0.7 0.4 -0.624
O -0.59962 -0.23513 -0.62997 -0.2 0.3 0.2 -0.891
H 1.40097 -0.45325 -0.98940 0.4 0.2 0.0 0.183
H 0.75199 1.17355 -1.36073 0.2 0.2 -0.1 0.175
H 0.42292 -0.21738 -2.41233 0.0 0.1 -0.4 0.217
H 0.38860 0.85238 1.76212 0.0 -0.1 0.5 0.251
H -0.32192 -0.10896 0.90550 -0.3 -0.6 -0.4 0.427
O -0.07038 0.01291 1.89841 0.2 0.6 -0.3 -0.738
```
Forces are in eV/Å.

The net charge is -1. As for the LUMO energy: 0.1789 Eh. The calculation puts the largest force on an atom at 0.92 eV/A. The multiplicity is 1. The value obtained for the frontier orbital gap is 7.570 eV.

***

[8]
Here is a 2-piece molecular cluster, CH5O2 overall in a non-equilibrium geometry from the OMol25 dataset. Energies are from ωB97M-V/def2-TZVPD.

```
8
Properties=species:S:1:pos:R:3:forces:R:3:mulliken_charge:R:1
C -0.30035 -0.59117 -0.90442 -0.4 -0.4 1.6 -0.543
O 0.25047 -0.76035 0.34059 0.0 -0.7 0.0 -0.883
H -0.28937 -1.54945 -1.46388 0.4 0.2 -0.6 0.170
H -1.40475 -0.39380 -0.83597 0.2 0.4 -0.3 0.157
H 0.20051 0.24151 -1.44148 -0.3 -0.2 -0.6 0.154
H 0.56176 1.63783 0.99228 0.1 0.1 0.1 0.242
H 0.37709 0.22196 1.46768 0.3 1.2 -0.4 0.472
O 0.60465 1.19348 1.84521 -0.3 -0.7 0.2 -0.768
```
Forces are in eV/Å.

The net charge is -1. As for the LUMO energy: 0.1787 Eh. The calculation puts the largest force on an atom at 1.68 eV/A. The multiplicity is 1. The value obtained for the frontier orbital gap is 7.584 eV.